# 1
Entry from the Open Molecules 2025 dataset: C22H23F2N8Ti as an isolated structure (ωB97M-V/def2-TZVPD).

The value obtained for the HOMO-LUMO gap is 0.267 hartree. The calculation puts the HOMO energy at -0.3694 Eh. The value obtained for the molar mass is 485.3 Da. Its net charge is +1. The value obtained for the LUMO energy is -2.8 eV. Its relative energy (zero: lowest compared OMol25 entry of this formula, charge and spin) is 7.2 kcal per mole.

CARTESIAN COORDINATES (ANGSTROEM)
Ti -0.139 0.001 0.659
F 3.461 4.271 0.310
C 2.200 3.822 0.356
C 1.962 2.509 0.724
C 0.665 2.015 0.812
C -0.408 2.905 0.522
C -0.106 4.195 0.086
F -1.081 5.056 -0.272
C 1.180 4.679 0.007
C -1.784 2.428 0.761
C -2.949 3.171 0.568
C -4.172 2.639 0.936
C -4.232 1.361 1.478
C -3.056 0.654 1.583
N -1.873 1.163 1.229
H 2.824 1.896 0.938
H 1.365 5.695 -0.310
H -2.912 4.164 0.156
H -5.074 3.222 0.809
H -5.170 0.933 1.800
H -3.033 -0.361 1.963
C -3.417 -3.823 -0.567
N -2.914 -2.553 -1.068
C -3.713 -1.882 -2.083
C -1.755 -2.032 -0.635
N -1.368 -0.765 -0.846
N -0.922 -2.771 0.099
C 0.072 -2.062 0.883
N 1.249 -2.866 0.943
N -0.372 -1.393 1.984
H -4.503 -3.818 -0.631
H -3.155 -3.956 0.481
H -3.044 -4.672 -1.144
H -4.177 -2.634 -2.718
H -3.087 -1.254 -2.712
H -4.503 -1.273 -1.636
H -2.109 -0.195 -1.235
H -1.038 -3.764 0.230
H 1.714 -2.956 0.051
H 1.910 -2.537 1.630
H 0.006 -1.537 2.911
N 2.969 -0.406 -2.405
C 1.709 -0.292 -1.932
N 1.669 -0.300 -0.624
C 2.989 -0.433 -0.199
C 3.529 -0.503 1.085
C 4.896 -0.639 1.197
C 5.719 -0.709 0.061
C 5.201 -0.641 -1.214
C 3.820 -0.504 -1.323
H 3.236 -0.422 -3.374
H 0.845 -0.212 -2.570
H 2.894 -0.424 1.960
H 5.352 -0.688 2.176
H 6.787 -0.815 0.192
H 5.840 -0.690 -2.085

# 2
Entry from the Open Molecules 2025 dataset: C22H23F4N4O2Re as an isolated structure in a non-equilibrium geometry (ωB97M-V/def2-TZVPD).

The value obtained for the HOMO-LUMO gap (spin up / spin down) is 0.264 / 0.224 hartree. The calculation puts the HOMO energy (spin up / spin down) at -0.6482 / -0.6528 Eh. The value obtained for the molar mass is 637.7 Da. The spin multiplicity is 4. Its net charge is +3. The value obtained for the LUMO energy (spin up / spin down) is -10.5 / -11.7 eV. Its relative energy (zero: lowest compared OMol25 entry of this formula, charge and spin) is 1.3 kcal per mole.

CARTESIAN COORDINATES (ANGSTROEM)
Re -0.919 -0.002 0.460
C -0.507 2.987 0.024
N -1.340 2.011 0.794
C -2.788 2.206 0.444
C -1.120 2.210 2.275
C -1.766 1.090 3.068
N -1.519 -0.161 2.322
C -1.829 -1.422 2.863
C -1.581 -2.511 2.039
F -1.113 -2.177 0.743
C -1.786 -3.820 2.375
F -1.520 -4.777 1.511
C -2.286 -4.089 3.643
C -2.558 -3.035 4.493
F -3.038 -3.256 5.694
C -2.341 -1.708 4.122
F -2.615 -0.734 4.977
H -0.816 3.997 0.297
H -0.662 2.835 -1.041
H 0.541 2.847 0.282
H -3.100 3.199 0.770
H -3.406 1.461 0.946
H -2.908 2.136 -0.636
H -1.519 3.187 2.556
H -0.041 2.228 2.432
H -2.837 1.231 3.218
H -1.310 1.040 4.057
H -2.467 -5.110 3.956
O 1.431 -0.059 -6.027
C 0.044 -0.133 -5.840
C -0.224 -0.094 -4.366
C -1.528 -0.119 -3.867
C -1.730 -0.087 -2.512
N -0.702 -0.029 -1.630
C 0.572 -0.018 -2.110
C 0.836 -0.043 -3.455
C 1.603 -0.001 -1.050
C 2.955 -0.009 -1.271
C 3.846 -0.028 -0.191
C 5.325 -0.040 -0.425
O 5.954 -0.021 0.823
C 3.323 -0.046 1.103
C 1.964 -0.036 1.280
N 1.106 -0.003 0.227
H 1.641 -0.090 -6.966
H -0.390 -1.060 -6.234
H -0.494 0.702 -6.306
H -2.382 -0.168 -4.530
H -2.730 -0.116 -2.094
H 1.845 -0.034 -3.840
H 3.334 -0.009 -2.285
H 5.575 0.830 -1.046
H 5.561 -0.937 -1.013
H 6.909 -0.084 0.718
H 3.987 -0.071 1.955
H 1.519 -0.058 2.266

# 3
Entry from the Open Molecules 2025 dataset: C22H23IrN9 as an isolated structure (ωB97M-V/def2-TZVPD).

The value obtained for the HOMO-LUMO gap (spin up / spin down) is 0.301 / 0.226 hartree. The calculation puts the HOMO energy (spin up / spin down) at -0.6196 / -0.6257 Eh. The value obtained for the molar mass is 605.7 Da. The spin multiplicity is 5. Its net charge is +3. The value obtained for the LUMO energy (spin up / spin down) is -8.7 / -10.9 eV. Its relative energy (zero: lowest compared OMol25 entry of this formula, charge and spin) is 5.5 kcal per mole.

CARTESIAN COORDINATES (ANGSTROEM)
Ir 0.110 0.117 -0.114
C 0.352 2.627 2.251
C -0.770 2.905 1.295
C -1.555 4.042 1.470
C -2.633 4.270 0.643
C -2.923 3.347 -0.355
C -2.108 2.253 -0.505
N -1.036 2.046 0.293
C -2.314 1.252 -1.576
C -3.390 1.252 -2.439
C -3.437 0.302 -3.448
C -2.393 -0.598 -3.600
C -1.340 -0.555 -2.708
N -1.343 0.333 -1.700
C -0.131 -1.404 -2.807
C 0.061 -2.287 -3.842
C 1.256 -2.995 -3.907
C 2.199 -2.804 -2.921
C 1.948 -1.918 -1.876
C 2.951 -1.767 -0.773
N 0.800 -1.215 -1.844
H 0.149 3.112 3.204
H 1.297 3.026 1.876
H 0.472 1.562 2.432
H -1.314 4.728 2.271
H -3.253 5.147 0.773
H -3.769 3.508 -1.007
H -4.184 1.976 -2.340
H -4.276 0.278 -4.131
H -2.409 -1.311 -4.409
H -0.689 -2.427 -4.605
H 1.436 -3.689 -4.717
H 3.134 -3.346 -2.934
H 3.643 -2.606 -0.785
H 2.468 -1.739 0.202
H 3.535 -0.853 -0.899
N -2.308 -3.987 4.381
C -1.215 -3.309 4.099
N -0.155 -3.342 4.889
N -1.223 -2.583 2.965
C -0.605 -1.821 2.241
N -0.106 -1.073 1.453
H -2.391 -4.552 5.214
H -3.093 -3.956 3.749
H -0.147 -3.887 5.739
H 0.665 -2.798 4.682
N 2.741 1.994 -0.532
C 3.920 2.310 0.027
C 4.048 1.548 1.169
C 2.875 0.796 1.232
N 2.084 1.071 0.194
H 2.344 2.367 -1.380
H 4.578 3.038 -0.422
H 4.874 1.542 1.859
H 2.572 0.073 1.972

# 4
Entry from the Open Molecules 2025 dataset: one molecule with the formula C22H23N3O2S in a non-equilibrium geometry (ωB97M-V/def2-TZVPD).

The value obtained for the HOMO-LUMO gap is 0.311 hartree. The calculation puts the HOMO energy at -0.3087 Eh. The value obtained for the molar mass is 393.5 Da. Its net charge is 0. As for the SMILES: Cc1cccc2cc3c(nc12)S/C(=N\C[C@@H]1CCCO1)N(Cc1ccco1)C3. The value obtained for the LUMO energy is 0.1 eV. Its relative energy (zero: lowest compared OMol25 entry of this formula, charge and spin) is 58.3 kcal per mole.

CARTESIAN COORDINATES (ANGSTROEM)
C -3.478 3.248 1.888
C -2.074 3.515 2.320
C -1.772 4.195 3.473
C -0.445 4.434 3.861
C 0.596 3.995 3.091
C 0.339 3.295 1.897
C 1.363 2.826 1.044
C 1.035 2.162 -0.104
C -0.338 1.948 -0.369
N -1.308 2.371 0.384
C -1.007 3.049 1.509
S -0.764 1.071 -1.839
C 0.550 -0.214 -1.751
N 0.351 -1.423 -2.012
C -0.910 -1.989 -2.363
C -1.154 -3.238 -1.496
H -1.226 -2.922 -0.449
C -0.052 -4.297 -1.707
H 0.524 -4.460 -0.800
C -0.820 -5.547 -2.143
H -0.294 -6.129 -2.896
C -2.123 -4.947 -2.672
H -2.978 -5.622 -2.613
O -2.389 -3.848 -1.829
H -2.001 -4.615 -3.714
H -1.032 -6.186 -1.285
H 0.631 -3.959 -2.485
H -0.875 -2.290 -3.416
H -1.744 -1.286 -2.234
N 1.776 0.233 -1.386
C 2.003 1.638 -1.119
H 3.033 1.773 -0.787
H 1.862 2.196 -2.057
C 2.713 -0.765 -0.907
C 2.239 -1.421 0.353
C 1.696 -0.909 1.496
C 1.392 -2.019 2.321
C 1.775 -3.118 1.619
O 2.286 -2.765 0.428
H 1.744 -4.164 1.852
H 0.951 -1.993 3.296
H 1.527 0.124 1.727
H 3.682 -0.281 -0.760
H 2.812 -1.542 -1.670
H 2.398 3.014 1.299
H 1.620 4.177 3.381
H -0.254 4.973 4.777
H -2.573 4.556 4.102
H -4.190 3.673 2.590
H -3.646 3.669 0.899
H -3.642 2.176 1.809